(1)
Entry from the Open Molecules 2025 dataset: 19 unconnected molecules or ions with the total composition C27H95BrN5O18 at a distorted geometry (ωB97M-V/def2-TZVPD).

Values from the calculation:
Calculated total energy ... -143887.38055 eV
LUMO level ... 2.142 eV
Frontier orbital gap ... 9.31 eV
Molecular weight ... 857.98 g mol⁻¹

```
! RIJCOSX wB97M-V def2-TZVPD def2/J DEFGRID3
* xyz -1 1
Br -0.25859 -1.06675 -0.20001
C 3.92308 -0.89802 -6.54924
C 4.51116 -0.33529 -5.21609
C 3.62077 -0.82236 -4.09779
O 4.08785 -0.29436 -2.87791
C 3.30363 -0.80843 -1.78207
N 5.84146 -0.84390 -4.98576
H 3.02033 -0.42006 -6.89540
H 3.57593 -1.94137 -6.36948
H 4.77216 -0.87754 -7.23403
H 4.43667 0.74691 -5.25905
H 3.65688 -1.91378 -4.08026
H 2.62581 -0.45512 -4.32215
H 3.78130 -0.54063 -0.84170
H 3.41126 -1.87411 -1.83270
H 2.30226 -0.44674 -1.85211
H 6.19214 -0.49642 -4.07119
H 6.50294 -0.54746 -5.65185
C -0.79335 1.88138 -5.75475
C 0.19005 1.51160 -4.69323
C 1.49184 2.24108 -4.88356
O 1.99212 2.06267 -6.19409
C 3.05962 2.89036 -6.57007
N -0.30179 1.65511 -3.30929
H -1.75739 1.40737 -5.59439
H -0.39611 1.61566 -6.71883
H -0.99813 2.96475 -5.72611
H 0.40911 0.44865 -4.84056
H 2.23874 1.93283 -4.11831
H 1.36356 3.33386 -4.76485
H 4.00510 2.58054 -6.07884
H 2.71149 3.90882 -6.19559
H 3.20961 2.81909 -7.68620
H -0.89572 2.44640 -3.22082
H -0.81572 0.83464 -2.97237
C 3.20650 3.35308 5.31026
C 4.22954 3.50843 4.17009
C 4.07699 2.38654 3.10541
O 2.71440 2.32838 2.74557
C 2.45527 1.17719 1.89290
N 3.94979 4.76904 3.47349
H 3.24139 4.13758 6.09787
H 3.33738 2.41580 5.80059
H 2.17611 3.45972 4.90609
H 5.21060 3.50436 4.61873
H 4.49592 1.45366 3.50155
H 4.70891 2.71282 2.29571
H 2.75597 1.38546 0.89135
H 1.35189 1.04895 1.97344
H 2.95116 0.33368 2.34195
H 4.61741 4.84722 2.71342
H 4.17089 5.64590 4.01434
C -5.67484 -1.94378 2.61722
C -4.18619 -1.98458 2.66414
C -3.51892 -2.79474 1.54953
O -3.85348 -2.27520 0.31284
C -3.30592 -3.12494 -0.68694
N -3.78831 -0.58890 2.67096
H -6.10802 -2.89891 2.77250
H -6.07843 -1.54920 1.61843
H -6.03614 -1.32496 3.41440
H -3.92355 -2.46820 3.57523
H -3.78818 -3.85383 1.52273
H -2.44890 -2.81543 1.63827
H -2.28921 -3.41015 -0.53447
H -3.37631 -2.55982 -1.64607
H -3.95577 -4.05657 -0.81972
H -2.76393 -0.55760 2.58994
H -4.13318 -0.32704 1.78255
C -2.94642 1.65821 -0.95622
C -3.21201 2.44126 0.34724
C -4.65946 2.24682 0.78331
O -5.48487 3.23312 0.16795
C -6.68027 3.44272 0.85987
N -2.29564 1.99833 1.38313
H -3.10288 0.59510 -0.76775
H -1.87334 1.83488 -1.20168
H -3.55506 1.99387 -1.81425
H -3.02567 3.49597 0.17349
H -4.68635 2.35844 1.88226
H -5.03042 1.27552 0.60029
H -7.29087 2.56917 0.96967
H -7.12630 4.25702 0.31880
H -6.43375 3.79048 1.85493
H -2.18444 0.96725 1.33595
H -1.37270 2.37662 1.15032
O -6.07923 -1.18238 -1.00944
H -5.42686 -1.70144 -0.51888
H -5.68560 -0.86419 -1.83760
O 0.98927 2.11323 -0.79784
H 0.72413 1.18294 -0.62937
H 0.56298 2.17146 -1.71821
O 0.68325 3.75449 1.32390
H 1.39012 3.37269 1.92182
H 0.67519 3.20547 0.52282
O -1.27261 -1.79257 -3.28866
H -1.11431 -1.47113 -2.35963
H -0.62447 -2.46744 -3.46025
O -0.45218 -0.79089 3.38873
H -0.25312 -1.02283 2.48150
H -0.65609 0.16671 3.35292
O -0.23909 2.11383 3.95483
H 0.63940 2.35310 3.64609
H -0.85483 2.77075 3.62086
C -0.43640 -5.08442 1.60578
O 0.64886 -5.84789 1.17125
H -1.37934 -5.37771 1.12319
H -0.67613 -5.30961 2.66673
H -0.25137 -4.00699 1.55072
H 1.16518 -5.30421 0.51424
C -0.01684 -3.92913 5.04570
O -1.25253 -3.32424 5.22657
H 0.76352 -3.56208 5.77089
H -0.16612 -4.99035 5.25787
H 0.36870 -3.85733 4.01244
H -1.20041 -2.45467 4.74888
C 5.76907 -3.21308 0.23057
O 6.79110 -3.93300 -0.44661
H 4.81066 -3.70464 0.22845
H 6.11835 -3.09246 1.24165
H 5.54236 -2.18635 -0.18069
H 6.70444 -3.93347 -1.39907
C -3.11672 2.96120 4.94132
O -2.66660 3.54081 3.70051
H -2.85149 3.75726 5.66088
H -4.20381 2.90542 4.97123
H -2.64061 2.01448 5.24511
H -2.65022 2.95743 2.91084
C 2.81013 -0.59066 5.18222
O 2.13267 -1.69658 4.59778
H 3.89466 -0.60422 4.90795
H 2.39323 0.39943 4.90410
H 2.77655 -0.69610 6.28121
H 1.27399 -1.34679 4.21877
C 0.99670 -4.25351 -1.67067
O 1.72784 -3.86526 -0.50352
H -0.05992 -4.07653 -1.58010
H 1.42927 -3.69146 -2.50986
H 1.17811 -5.30815 -1.76812
H 1.40022 -2.99885 -0.24792
C -3.97538 -0.01528 -4.41058
O -4.47261 -0.71946 -3.32244
H -3.14187 -0.61242 -4.72273
H -4.67449 -0.14033 -5.23694
H -3.68474 1.10758 -4.20035
H -3.66444 -0.99633 -2.85185
*
```

***

(2)
Entry from the Open Molecules 2025 dataset: a molecular structure, C43H47AgAs2BrClINPS4Sb (ωB97M-V/def2-TZVPD).

Values from the calculation:
Calculated total energy ... -322356.48936 eV
LUMO level ... 3.440 eV
Relative energy (zero: lowest compared OMol25 entry of this formula, charge and spin) ... 9.5 kcal/mol
Frontier orbital gap ... 4.51 eV
Molecular weight ... 1358.83 g mol⁻¹

```
! RIJCOSX wB97M-V def2-TZVPD def2/J DEFGRID3
* xyz -2 1
Ag -1.14511 -0.44223 1.78763
S -2.31949 0.93679 6.51600
As -1.73173 1.13344 4.46729
S -0.08253 -0.30092 3.99410
S -3.36819 0.46001 3.12654
S -1.09065 3.11062 3.97898
C -3.50205 2.64609 -2.99275
C -2.28805 2.21894 -2.15518
Sb -2.56144 1.73623 -0.00303
C -2.54022 3.75850 0.72729
C -2.80983 4.88619 -0.26889
C -4.69699 1.37936 -0.11662
C -5.60360 2.60254 0.00052
H -3.24719 2.78275 -4.05169
H -3.91786 3.59058 -2.63756
H -4.30419 1.90464 -2.94952
H -1.50951 2.98714 -2.19450
H -1.84436 1.31197 -2.58407
H -1.55558 3.85976 1.18296
H -3.23373 3.77233 1.56816
H -2.08487 4.88667 -1.08797
H -2.73218 5.85896 0.23050
H -3.80647 4.82834 -0.71023
H -4.88634 0.69925 0.71433
H -4.88392 0.83361 -1.04769
H -5.40203 3.14326 0.92654
H -6.66068 2.31306 0.01656
H -5.46782 3.29625 -0.83105
Br -3.72403 -6.69887 4.57535
C -3.65054 -4.96213 5.35480
C -4.36467 -4.77101 6.52617
C -4.34862 -3.52583 7.14271
C -3.62383 -2.47954 6.59354
C -2.91031 -2.67077 5.41780
C -2.92231 -3.91331 4.79646
I -1.83001 -4.09218 3.03474
H -4.92580 -5.59499 6.94580
H -4.91205 -3.38054 8.05756
H -3.58420 -1.49126 7.03807
H -2.34159 -1.84565 4.99724
Cl -1.73302 -4.00803 -3.20678
C -2.48360 -3.25805 -1.81947
C -3.83245 -3.41732 -1.57544
C -4.36522 -2.78835 -0.46564
C -3.53078 -2.03258 0.34824
N -2.23211 -1.88801 0.09389
C -1.71224 -2.48888 -0.96328
H -4.44269 -4.01697 -2.23907
H -5.41546 -2.88125 -0.22326
H -3.89287 -1.51744 1.23614
H -0.65167 -2.33670 -1.14021
C 1.99129 -0.44740 -1.56215
C 2.37538 -1.90088 -1.81120
As 3.89620 -2.21327 -3.02717
C 5.16214 -0.99330 -2.17262
C 5.15113 0.39473 -2.30736
C 6.01827 1.18288 -1.56166
C 6.90518 0.59332 -0.66840
C 6.92549 -0.78653 -0.52824
C 6.06094 -1.57240 -1.27950
C 3.32581 -1.12589 -4.54666
C 4.27064 -0.50867 -5.36520
C 3.87948 0.18985 -6.50053
C 2.53489 0.27211 -6.83965
C 1.58813 -0.35477 -6.04284
C 1.98268 -1.05145 -4.90686
P 0.97817 -0.22669 0.00448
C 2.28023 -0.81472 1.16488
C 3.55196 -0.24873 1.22499
C 4.52707 -0.78886 2.05313
C 4.23982 -1.90319 2.83174
C 2.97681 -2.47601 2.77891
C 2.00546 -1.93197 1.94912
C 1.11842 1.59864 0.13362
C 1.07966 2.38613 -1.02343
C 1.09020 3.77091 -0.93727
C 1.12991 4.38786 0.30941
C 1.12944 3.61444 1.46037
C 1.12005 2.22646 1.37804
H 1.40286 -0.06410 -2.39511
H 2.87111 0.18826 -1.46063
H 1.54200 -2.48364 -2.21359
H 2.68046 -2.39246 -0.88535
H 4.44954 0.87147 -2.98051
H 5.97941 2.26108 -1.65955
H 7.56824 1.21031 -0.07474
H 7.60368 -1.25249 0.17670
H 6.06979 -2.64952 -1.15279
H 5.32192 -0.56180 -5.10623
H 4.62580 0.67638 -7.11705
H 2.22659 0.82431 -7.71866
H 0.53686 -0.29358 -6.29652
H 1.22875 -1.53139 -4.29401
H 3.78190 0.62796 0.62726
H 5.50897 -0.32983 2.09763
H 4.99337 -2.31107 3.49577
H 2.73370 -3.32430 3.40731
H 1.00493 -2.34712 1.94589
H 1.01772 1.92383 -2.00209
H 1.04622 4.36611 -1.84273
H 1.11372 5.46945 0.38099
H 1.06950 4.07464 2.43803
H 1.03480 1.64048 2.28997
*
```

***

(3)
Entry from the Open Molecules 2025 dataset: 4 unconnected molecules or ions with the total composition CH11N3O3 at a distorted geometry (ωB97M-V/def2-TZVPD).

Values from the calculation:
SMILES ... N=C(N)N.O.O.O
Calculated total energy ... -11828.69700 eV
LUMO level ... 0.014 eV
Relative energy (zero: lowest compared OMol25 entry of this formula, charge and spin) ... 15.2 kcal/mol
Frontier orbital gap ... 8.89 eV
Molecular weight ... 113.12 g mol⁻¹

```
! RIJCOSX wB97M-V def2-TZVPD def2/J DEFGRID3
* xyz 0 1
N 1.35412 1.12943 -1.38734
C 0.25989 0.67697 -0.86368
N -0.62825 -0.08964 -1.61598
N -0.10421 1.04470 0.39155
H 1.42484 0.85156 -2.35998
H -1.47850 -0.38267 -1.17172
H -0.13736 -0.68315 -2.26074
H 0.24036 1.95280 0.67618
H -0.48155 0.37622 1.03850
O -0.70065 -3.08072 0.25679
H -1.56761 -2.66836 0.18822
H -0.86457 -4.02215 0.12694
O 1.72766 3.31006 0.24451
H 1.51857 4.01082 -0.38801
H 1.89398 2.55463 -0.38564
O -0.61794 -1.39145 2.70815
H -0.28311 -2.19981 2.30161
H -1.55569 -1.38923 2.50066
*
```

***

- Which formula does entry 3 have?
  CH11N3O3

***

Repeat the third record exactly.
Entry from the Open Molecules 2025 dataset: 4 unconnected molecules or ions with the total composition CH11N3O3 at a distorted geometry (ωB97M-V/def2-TZVPD).

Values from the calculation:
SMILES ... N=C(N)N.O.O.O
Calculated total energy ... -11828.69700 eV
LUMO level ... 0.014 eV
Relative energy (zero: lowest compared OMol25 entry of this formula, charge and spin) ... 15.2 kcal/mol
Frontier orbital gap ... 8.89 eV
Molecular weight ... 113.12 g mol⁻¹

```
! RIJCOSX wB97M-V def2-TZVPD def2/J DEFGRID3
* xyz 0 1
N 1.35412 1.12943 -1.38734
C 0.25989 0.67697 -0.86368
N -0.62825 -0.08964 -1.61598
N -0.10421 1.04470 0.39155
H 1.42484 0.85156 -2.35998
H -1.47850 -0.38267 -1.17172
H -0.13736 -0.68315 -2.26074
H 0.24036 1.95280 0.67618
H -0.48155 0.37622 1.03850
O -0.70065 -3.08072 0.25679
H -1.56761 -2.66836 0.18822
H -0.86457 -4.02215 0.12694
O 1.72766 3.31006 0.24451
H 1.51857 4.01082 -0.38801
H 1.89398 2.55463 -0.38564
O -0.61794 -1.39145 2.70815
H -0.28311 -2.19981 2.30161
H -1.55569 -1.38923 2.50066
*
```

***

- Which of these has the lowest calculated total energy?
  C43H47AgAs2BrClINPS4Sb